(1)
C27H61BBrN4O7S | the ωB97M-V functional and the def2-TZVPD basis

Summary:
Maximum force (eV/Å): 0.968
Molecular weight (u): 676.59
Electronic energy (eV): -130828.370

```
! RIJCOSX wB97M-V def2-TZVPD def2/J DEFGRID3
* xyz 1 1
C -1.63 -3.77 -6.35
C -0.47 -2.77 -6.27
C -0.78 -1.61 -5.31
O 0.36 -1.07 -4.66
C 0.58 -1.50 -3.31
B -0.51 -0.78 -2.35
O -1.14 0.33 -2.83
N -0.78 -1.23 -1.00
C -1.25 -0.14 -0.13
C -1.72 -2.37 -0.97
C 0.65 -3.03 -3.21
C 1.29 -3.54 -1.93
N 2.70 -3.06 -1.90
C 3.57 -3.76 -0.89
C 4.08 -5.11 -1.41
C 3.27 -6.33 -0.97
C 2.74 -1.55 -1.79
C 2.31 -1.08 -0.39
C 3.49 -0.50 0.37
O 4.47 -1.11 0.65
Br 3.30 1.36 0.84
C 2.00 -0.93 -2.99
S 1.91 0.87 -2.80
H -2.04 -3.99 -5.36
H -1.31 -4.72 -6.78
H -2.45 -3.39 -6.95
H 0.43 -3.30 -5.95
H -0.31 -2.37 -7.27
H -1.55 -1.91 -4.59
H -1.21 -0.79 -5.89
H -0.79 0.63 -3.68
H -0.58 0.72 -0.25
H -1.24 -0.46 0.91
H -2.27 0.16 -0.38
H -1.38 -3.18 -0.31
H -2.70 -2.05 -0.62
H -1.88 -2.80 -1.97
H -0.33 -3.49 -3.35
H 1.27 -3.39 -4.04
H 0.78 -3.23 -1.02
H 1.32 -4.63 -1.96
H 3.08 -3.29 -2.81
H 3.00 -3.88 0.03
H 4.41 -3.10 -0.70
H 4.20 -5.09 -2.50
H 5.09 -5.22 -1.01
H 2.33 -6.44 -1.52
H 3.85 -7.24 -1.12
H 3.02 -6.26 0.09
H 3.80 -1.30 -1.90
H 1.94 -1.90 0.23
H 1.51 -0.34 -0.44
H 2.59 -1.12 -3.89
H 3.20 1.09 -2.49
C -4.46 -0.55 3.06
O -3.07 -0.32 3.01
C -2.69 1.05 3.13
C -2.02 1.33 4.46
N -2.97 1.26 5.56
C -2.38 1.30 6.90
C -1.38 0.23 7.30
O -1.93 -1.07 7.46
C -2.12 -1.81 6.28
H -4.63 -1.58 2.74
H -4.87 -0.44 4.07
H -5.01 0.12 2.39
H -3.55 1.71 2.98
H -1.96 1.25 2.34
H -1.60 2.34 4.42
H -1.19 0.63 4.57
H -3.53 0.42 5.47
H -3.21 1.26 7.62
H -1.90 2.28 7.03
H -0.99 0.50 8.28
H -0.52 0.18 6.61
H -1.32 -1.62 5.55
H -3.08 -1.61 5.81
H -2.09 -2.87 6.55
C 2.29 7.11 1.08
O 1.25 7.23 0.13
C 1.49 6.61 -1.12
C 0.61 5.39 -1.31
N 0.99 4.31 -0.41
C 0.05 3.20 -0.34
C -1.39 3.45 0.09
O -1.54 3.78 1.46
C -1.30 5.13 1.80
H 2.06 7.81 1.89
H 2.36 6.10 1.50
H 3.25 7.38 0.64
H 2.55 6.34 -1.22
H 1.25 7.33 -1.90
H 0.72 5.04 -2.34
H -0.43 5.71 -1.18
H 1.12 4.69 0.52
H 0.48 2.47 0.36
H 0.02 2.72 -1.33
H -1.94 2.52 -0.04
H -1.89 4.20 -0.54
H -1.64 5.81 1.01
H -0.25 5.33 2.01
H -1.87 5.35 2.70
*
```

(2)
C27H62F3N6O9Zr | the ωB97M-V functional and the def2-TZVPD basis

Summary:
Maximum force (eV/Å): 6.297
Molecular weight (u): 763.04
Electronic energy (eV): -65777.452

```
! RIJCOSX wB97M-V def2-TZVPD def2/J DEFGRID3
* xyz 3 1
C 2.38 -0.61 -3.71
C 3.42 0.51 -3.66
N 2.84 1.71 -3.04
C 1.80 2.46 -3.50
C 1.67 3.50 -2.65
N 2.64 3.38 -1.68
C 3.27 2.23 -1.90
C 2.69 4.18 -0.46
H 1.45 -0.26 -4.15
H 2.19 -0.98 -2.70
H 2.75 -1.46 -4.28
H 3.69 0.81 -4.67
H 4.35 0.20 -3.20
H 1.20 2.24 -4.37
H 0.94 4.29 -2.60
H 4.10 1.83 -1.35
H 3.47 4.93 -0.53
H 2.68 3.57 0.45
H 1.79 4.79 -0.43
Zr 1.41 1.49 3.56
C 2.19 4.76 3.68
O 0.90 4.92 4.21
O 2.28 3.40 3.41
C 2.41 5.83 2.62
F 1.49 5.86 1.66
F 2.37 7.01 3.23
F 3.63 5.70 2.08
C 0.78 5.38 5.55
C -0.64 5.20 6.08
H -0.74 5.66 7.06
H -1.44 5.53 5.43
H -0.73 4.12 6.29
H 1.01 6.45 5.62
H 1.48 4.92 6.25
H 2.88 5.04 4.49
O 0.13 0.71 -0.25
C 0.53 1.05 0.91
O 0.65 0.22 1.88
O 0.98 2.18 1.32
H -0.43 -0.09 -0.06
C 1.14 -1.92 6.34
C 1.67 -1.52 4.98
C 1.73 -2.62 3.93
O 0.40 -3.00 3.68
C 0.28 -4.22 2.93
N 0.65 -0.49 4.39
H 1.30 -1.14 7.10
H 1.70 -2.76 6.75
H 0.10 -2.25 6.32
H 2.63 -0.99 5.05
H 2.22 -3.50 4.36
H 2.26 -2.24 3.05
H 0.69 -5.04 3.51
H 0.72 -4.15 1.93
H -0.78 -4.32 2.75
H -0.15 -0.65 5.01
H 0.23 -1.07 3.63
C -1.96 0.36 -3.09
C -1.67 1.11 -4.38
C -2.87 1.11 -5.34
O -3.23 -0.16 -5.79
C -4.52 -0.21 -6.40
N -1.33 2.52 -4.07
H -2.91 0.72 -2.69
H -1.21 0.64 -2.34
H -1.95 -0.71 -3.27
H -0.92 0.60 -4.99
H -2.73 1.78 -6.20
H -3.71 1.56 -4.79
H -4.58 0.49 -7.23
H -5.37 -0.06 -5.74
H -4.54 -1.24 -6.76
H -0.75 2.81 -4.86
H -2.18 3.07 -4.20
C -0.40 -3.98 -1.15
C 0.84 -3.69 -1.99
C 2.07 -3.30 -1.19
O 1.80 -2.12 -0.43
C 2.86 -1.75 0.41
N 1.06 -4.85 -2.87
H -1.13 -4.39 -1.83
H -0.84 -3.08 -0.71
H -0.16 -4.68 -0.35
H 0.55 -2.89 -2.67
H 2.86 -3.09 -1.91
H 2.37 -4.12 -0.53
H 3.69 -1.28 -0.14
H 3.23 -2.65 0.91
H 2.52 -1.01 1.14
H 1.80 -4.62 -3.54
H 1.55 -5.57 -2.33
C -3.78 -1.96 2.25
C -3.23 -2.13 0.84
C -4.27 -2.55 -0.20
O -3.53 -2.87 -1.36
C -4.33 -3.19 -2.47
N -2.74 -0.81 0.36
H -4.37 -1.05 2.31
H -3.00 -1.84 3.00
H -4.40 -2.82 2.50
H -2.38 -2.81 0.90
H -4.95 -1.72 -0.43
H -4.93 -3.35 0.14
H -3.70 -3.66 -3.23
H -4.80 -2.31 -2.93
H -5.02 -4.03 -2.32
H -3.50 -0.13 0.31
H -2.55 -0.88 -0.64
*
```

(3)
C27H63F3N9O12P3 | the ωB97M-V functional and the def2-TZVPD basis

Summary:
Maximum force (eV/Å): 5.785
Relative energy (zero: lowest compared OMol25 entry of this formula, charge and spin) (eV): 7.638
Molecular weight (u): 855.77
SMILES string: CN(C)P(=O)(N(C)C)N(C)C.CN(C)P(=O)(N(C)C)N(C)C.CN(C)P(=O)(N(C)C)N(C)C.O=C1OC[C@@H](F)O1.O=C1OC[C@@H](F)O1.O=C1OC[C@@H](F)O1

```
! RIJCOSX wB97M-V def2-TZVPD def2/J DEFGRID3
* xyz 0 1
C -5.22 2.33 0.68
N -3.75 2.39 0.81
C -3.14 3.15 1.89
P -2.96 1.91 -0.69
O -3.77 1.07 -1.62
N -2.42 3.38 -1.42
C -1.69 4.51 -0.77
C -2.30 3.38 -2.92
N -1.46 1.17 -0.09
C -1.56 0.10 0.88
C -0.18 1.11 -0.92
H -5.78 2.32 1.61
H -5.58 1.50 0.08
H -5.73 3.24 0.34
H -3.90 3.46 2.61
H -2.80 4.11 1.51
H -2.30 2.52 2.19
H -0.99 4.81 -1.54
H -2.28 5.40 -0.55
H -1.17 4.25 0.15
H -1.49 2.76 -3.30
H -3.13 2.75 -3.23
H -2.32 4.40 -3.32
H -2.10 -0.71 0.37
H -0.61 -0.14 1.35
H -2.12 0.50 1.73
H 0.38 1.90 -0.41
H -0.31 1.30 -1.98
H 0.33 0.16 -0.80
C 4.95 6.33 8.69
N 4.91 7.02 7.32
C 4.98 8.50 7.44
P 5.18 6.06 5.97
O 6.51 5.39 5.99
N 3.85 4.96 6.05
C 2.46 5.40 6.40
C 3.86 3.88 5.14
N 4.67 7.09 4.67
C 5.36 6.75 3.38
C 3.36 7.71 4.55
H 3.91 6.10 8.93
H 5.46 6.82 9.51
H 5.45 5.37 8.56
H 3.97 8.83 7.66
H 5.11 8.97 6.46
H 5.62 9.08 8.10
H 1.95 5.98 5.63
H 1.82 4.53 6.50
H 2.53 5.94 7.35
H 4.11 4.14 4.11
H 4.63 3.28 5.63
H 2.96 3.27 5.14
H 5.18 5.71 3.11
H 5.05 7.30 2.49
H 6.44 6.82 3.52
H 2.61 7.04 4.11
H 3.44 8.48 3.78
H 2.89 8.05 5.46
C 2.62 -10.94 -2.46
N 1.46 -10.70 -3.38
C 0.87 -9.32 -3.27
P 1.57 -11.41 -4.98
O 0.28 -11.35 -5.67
N 2.81 -10.52 -5.70
C 4.29 -10.44 -5.23
C 2.48 -9.74 -6.88
N 2.25 -12.97 -4.78
C 1.65 -13.87 -3.80
C 3.01 -13.80 -5.78
H 3.22 -11.85 -2.46
H 2.25 -11.01 -1.44
H 3.39 -10.17 -2.40
H 0.18 -9.08 -4.08
H 1.67 -8.66 -3.59
H 0.70 -8.99 -2.24
H 4.52 -11.25 -4.54
H 4.94 -10.59 -6.10
H 4.48 -9.50 -4.71
H 3.40 -9.68 -7.47
H 1.79 -10.19 -7.59
H 2.15 -8.74 -6.59
H 0.68 -14.21 -4.15
H 2.31 -14.71 -3.58
H 1.47 -13.30 -2.89
H 3.35 -14.73 -5.32
H 3.94 -13.27 -5.97
H 2.42 -13.95 -6.69
O -8.95 9.02 1.81
C -9.88 9.29 2.51
O -10.26 10.52 2.97
C -11.17 10.33 4.11
C -11.76 9.01 3.75
F -12.70 9.36 2.96
O -10.75 8.35 3.04
H -10.53 10.09 4.96
H -11.75 11.25 4.16
H -12.15 8.51 4.63
O 5.05 4.46 -5.59
C 5.68 4.28 -6.52
O 6.98 3.90 -6.48
C 7.22 3.26 -7.70
C 6.38 4.09 -8.50
F 5.83 3.34 -9.42
O 5.38 4.57 -7.70
H 8.28 3.12 -7.89
H 6.85 2.25 -7.54
H 6.71 5.03 -8.94
O -6.60 -6.74 3.47
C -7.09 -6.39 2.36
O -7.62 -7.15 1.49
C -8.01 -6.41 0.27
C -7.95 -4.92 0.72
F -9.17 -4.51 0.91
O -7.38 -5.07 1.99
H -7.21 -6.76 -0.39
H -8.97 -6.80 -0.07
H -7.46 -4.21 0.07
*
```

(4)
C27H63N9O9 | the ωB97M-V functional and the def2-TZVPD basis

Summary:
Maximum force (eV/Å): 2.991
Relative energy (zero: lowest compared OMol25 entry of this formula, charge and spin) (eV): 2.091
Molecular weight (u): 657.86
SMILES string: CNC(C)=O.CNC(C)=O.CNC(C)=O.CNC(C)=O.CNC(C)=O.CNC(C)=O.CNC(C)=O.CNC(C)=O.CNC(C)=O

```
! RIJCOSX wB97M-V def2-TZVPD def2/J DEFGRID3
* xyz 0 1
C 0.99 -1.85 -2.69
N 0.22 -1.07 -3.60
C 0.09 0.26 -3.34
C -0.63 1.12 -4.27
O 0.49 0.70 -2.29
H 1.20 -2.79 -3.23
H 0.43 -2.16 -1.78
H 1.89 -1.36 -2.45
H -0.10 -1.54 -4.49
H -1.45 1.57 -3.71
H -1.03 0.57 -5.15
H 0.18 1.85 -4.59
C -1.56 -4.90 -2.53
N -2.25 -3.60 -2.53
C -2.33 -2.88 -3.70
C -3.36 -1.77 -3.79
O -1.64 -3.26 -4.67
H -1.68 -5.31 -3.54
H -2.03 -5.43 -1.70
H -0.50 -4.69 -2.38
H -2.93 -3.32 -1.80
H -4.08 -1.73 -4.63
H -2.76 -0.86 -3.86
H -4.01 -1.75 -2.88
C -2.52 2.64 3.27
N -1.08 2.65 3.10
C -0.47 3.64 2.43
C 0.94 3.29 1.98
O -1.08 4.68 2.17
H -2.76 3.47 3.98
H -2.69 1.57 3.55
H -3.12 2.86 2.34
H -0.59 1.78 3.21
H 0.88 2.71 1.05
H 1.38 2.66 2.70
H 1.41 4.23 1.83
C -3.23 3.89 -1.89
N -1.92 3.96 -1.36
C -0.86 3.86 -2.18
C 0.45 3.94 -1.48
O -1.03 3.75 -3.40
H -3.60 4.68 -2.49
H -3.81 3.81 -0.99
H -3.34 3.05 -2.55
H -1.71 4.17 -0.45
H 1.31 4.21 -2.05
H 0.71 2.93 -1.16
H 0.37 4.51 -0.59
C 3.47 0.78 -3.66
N 3.94 1.86 -2.80
C 4.29 1.62 -1.54
C 4.73 2.83 -0.74
O 4.29 0.51 -1.05
H 3.43 1.09 -4.70
H 2.46 0.43 -3.36
H 4.22 -0.01 -3.54
H 3.72 2.77 -3.07
H 3.95 3.59 -0.60
H 5.65 3.30 -1.18
H 5.00 2.46 0.27
C -4.74 0.52 0.19
N -4.43 -0.51 1.13
C -3.95 -1.70 0.75
C -3.44 -2.67 1.77
O -3.92 -1.98 -0.46
H -5.27 1.34 0.61
H -5.32 0.06 -0.64
H -3.84 0.86 -0.30
H -4.40 -0.25 2.11
H -3.06 -2.11 2.72
H -2.55 -3.11 1.37
H -4.17 -3.53 1.92
C -1.94 1.20 6.30
N -1.05 0.08 5.97
C -1.50 -0.95 5.15
C -0.44 -2.04 4.98
O -2.61 -1.00 4.67
H -1.83 1.98 5.52
H -1.66 1.64 7.25
H -3.02 0.89 6.46
H -0.07 0.25 6.15
H -0.68 -2.71 4.16
H -0.55 -2.62 5.89
H 0.54 -1.62 4.99
C 4.86 -3.03 -1.84
N 5.17 -2.34 -0.60
C 5.12 -2.99 0.58
C 5.50 -2.15 1.79
O 4.97 -4.18 0.69
H 5.76 -3.42 -2.29
H 4.24 -2.48 -2.57
H 4.14 -3.87 -1.69
H 4.94 -1.33 -0.67
H 5.03 -1.21 1.70
H 6.55 -2.03 1.73
H 5.08 -2.62 2.65
C 2.05 -1.76 2.03
N 1.00 -1.30 1.14
C 0.04 -0.48 1.64
C -0.96 0.04 0.68
O -0.04 -0.35 2.87
H 2.77 -1.02 2.35
H 2.65 -2.51 1.58
H 1.62 -2.31 2.86
H 1.25 -1.22 0.14
H -0.71 -0.16 -0.35
H -1.11 1.10 0.71
H -1.97 -0.36 0.72
*
```

> Number 1 is which compound?

C27H61BBrN4O7S